9 unconnected molecules or ions with the total composition C43H97BrF6N3O10P2S2 at a distorted geometry. Source: the OMol25 dataset; level of theory: wB97M-V/def2-TZVPD.

Summary:
Highest occupied orbital energy in eV: -8.99
LUMO level in eV: -2.76
Total charge: +1
Kohn-Sham gap in eV: 6.23

Element x y z (Å)
Br -6.5638 -0.0310 -3.3932
O -3.2840 -0.8776 -0.2249
H -2.6550 -0.1931 0.0758
C -1.6414 -5.2263 -0.8945
C -1.7126 -3.8546 -1.4588
O -0.7177 -3.2710 -1.8925
N -3.0457 -3.2348 -1.4187
H -3.6053 -3.6960 -0.7157
H -2.9065 -2.3196 -1.0149
C -3.7019 -3.3271 -2.8906
H -2.5963 -5.7517 -0.8797
H -1.3591 -5.0917 0.1497
H -0.9530 -5.8543 -1.4601
H -2.8295 -3.2804 -3.5424
H -4.3515 -2.4639 -3.0359
H -4.3730 -4.1854 -2.9218
C -5.1724 3.1325 -1.7162
C -3.8923 2.3948 -1.3565
O -3.3864 2.5982 -0.2230
N -3.5726 1.0725 -2.0523
H -3.3099 0.4547 -1.2977
H -4.3728 0.5775 -2.4194
C -2.2462 1.1657 -2.8215
H -5.3735 4.1096 -1.2769
H -5.9996 2.6416 -1.2036
H -5.3547 3.0652 -2.7888
H -1.6082 1.8602 -2.2749
H -2.5854 1.5561 -3.7810
H -1.7222 0.2107 -2.8597
C -5.2321 0.1683 2.4670
C -6.1795 -0.9180 1.9412
O -7.3574 -1.0134 2.2454
N -5.6822 -1.8901 0.8926
H -4.7905 -1.5170 0.5995
H -5.4930 -2.8351 1.1946
C -6.5834 -1.8673 -0.3143
H -4.3239 -0.4239 2.5787
H -5.6354 0.5232 3.4154
H -5.1848 1.0078 1.7732
H -7.1148 -0.9376 -0.5177
H -7.2581 -2.7169 -0.2086
H -5.9362 -2.1436 -1.1467
C 2.2012 -0.7245 -1.7603
C 1.8241 0.5348 -1.0298
C 2.4665 1.9081 -1.4360
C 2.4357 2.1855 -2.9861
P 3.0634 3.8505 -3.4837
C 2.8171 4.0305 -5.2417
C 3.6465 5.1679 -5.9797
C 3.3044 5.5462 -7.4028
C 3.2888 4.2782 -8.3606
C 2.2623 5.1925 -2.5203
C 3.1388 6.4369 -2.4698
C 2.7004 7.4872 -1.3963
C 3.6141 8.7925 -1.3282
C 4.9488 3.7822 -3.2283
C 5.7795 2.7375 -4.0126
C 7.2112 2.7004 -3.7327
C 7.8933 4.0546 -3.9836
H 1.7808 -0.7142 -2.7659
H 1.7830 -1.6073 -1.2765
H 3.2865 -0.7604 -1.8550
H 2.0479 0.4178 0.0306
H 0.7693 0.7723 -1.1683
H 3.4614 1.9484 -0.9926
H 2.0766 2.6787 -0.7710
H 1.4468 2.0260 -3.4158
H 3.0413 1.5059 -3.5856
H 1.7416 4.0643 -5.4156
H 3.1015 3.0076 -5.4885
H 4.7232 5.0024 -5.9411
H 3.7174 6.0974 -5.4147
H 3.9413 6.3509 -7.7701
H 2.3321 6.0280 -7.3000
H 2.4315 3.6110 -8.2712
H 4.1057 3.6232 -8.0576
H 3.3197 4.6330 -9.3908
H 2.2992 4.7193 -1.5390
H 1.2785 5.3507 -2.9621
H 3.1560 6.9619 -3.4248
H 4.1941 6.2093 -2.3195
H 2.5208 7.0685 -0.4061
H 1.6889 7.7729 -1.6850
H 4.5335 8.4545 -0.8501
H 3.1585 9.5121 -0.6479
H 3.9266 9.2634 -2.2602
H 5.0639 3.8233 -2.1452
H 5.3881 4.7425 -3.4985
H 5.5903 2.9542 -5.0640
H 5.3057 1.7979 -3.7284
H 7.4899 1.8207 -4.3127
H 7.3574 2.4195 -2.6897
H 8.9815 4.1159 -3.9690
H 7.6836 4.6424 -3.0900
H 7.6519 4.7574 -4.7810
C -0.8672 -2.8097 8.4903
C 0.5192 -2.7449 7.8613
C 0.5037 -3.0067 6.2901
C -0.2419 -1.9669 5.3528
P 0.4844 -1.9827 3.6102
C 0.4954 -3.7010 2.9278
C 1.8212 -4.4792 3.0575
C 1.7770 -5.8988 2.4791
C 1.6088 -5.9961 0.8886
C -0.5765 -0.8490 2.4921
C -0.9336 0.5546 3.0763
C -0.4400 1.6736 2.1686
C -1.3312 2.9144 2.2747
C 2.1807 -1.3029 3.7203
C 2.3382 0.0017 4.4901
C 3.8108 0.6085 4.4159
C 4.0882 1.5334 3.2894
H -1.4545 -3.6518 8.1242
H -1.4508 -1.9236 8.2408
H -0.9307 -2.9256 9.5723
H 1.2731 -3.4041 8.2919
H 0.8866 -1.7534 8.1260
H 0.2395 -4.0102 5.9565
H 1.5802 -3.0901 6.1411
H -0.1805 -1.0047 5.8612
H -1.3126 -2.1605 5.2886
H 0.1860 -3.5546 1.8930
H -0.4450 -4.1655 3.2246
H 2.1676 -4.4588 4.0907
H 2.5875 -3.8598 2.5914
H 0.9057 -6.3373 2.9655
H 2.6709 -6.3994 2.8512
H 0.6470 -5.6615 0.5000
H 1.7801 -7.0414 0.6318
H 2.4761 -5.3714 0.6748
H -1.4947 -1.3422 2.1733
H -0.0502 -0.7925 1.5393
H -0.6922 0.8215 4.1052
H -2.0219 0.5377 3.1347
H -0.4312 1.4048 1.1123
H 0.5496 2.0455 2.4339
H -1.0932 3.8188 1.7147
H -1.3154 3.1589 3.3368
H -2.3863 2.7884 2.0322
H 2.6345 -1.1034 2.7495
H 2.8287 -1.9906 4.2637
H 2.1313 -0.1954 5.5419
H 1.6599 0.7773 4.1342
H 4.6407 -0.0980 4.4276
H 3.9452 1.0683 5.3950
H 4.2510 0.8630 2.4455
H 5.0254 2.0695 3.4390
H 3.2659 2.1786 2.9801
C -3.4714 -5.7949 3.1649
F -4.2359 -6.3904 2.2651
F -4.0277 -6.1874 4.3698
F -2.2190 -6.2247 3.2380
S -3.6056 -3.9191 2.8072
O -2.8067 -3.2492 3.8684
O -3.0651 -3.7535 1.4641
O -5.0559 -3.6699 2.8782
C -5.6388 -7.0433 -1.1084
F -5.7427 -7.5997 0.1036
F -4.4280 -7.1231 -1.5752
F -6.4115 -7.7337 -1.9683
S -6.1664 -5.1906 -0.8479
O -6.4613 -4.6047 -2.1231
O -7.3320 -5.2691 0.0493
O -4.9511 -4.6813 -0.2104

Forces on the atoms, in the same order (eV/Å):
0.890 0.283 0.321
0.648 1.021 -0.262
-0.259 -0.793 0.485
-0.493 -0.565 -0.181
1.990 0.229 -0.591
-2.578 -0.526 0.753
0.973 -1.065 -2.560
-1.106 -1.080 0.381
-0.214 2.344 0.109
0.537 0.795 1.873
-0.167 0.310 0.036
0.130 -0.184 0.063
0.319 0.303 0.235
-0.417 -0.306 -0.198
0.170 0.221 0.176
0.528 -0.216 -0.006
0.193 -0.501 -0.879
-1.267 0.252 5.120
-0.390 -0.971 -4.514
2.730 2.721 0.812
-0.281 -1.581 1.801
-1.652 -0.255 -1.720
-1.665 0.409 -0.255
1.253 0.347 -0.289
0.071 -1.087 -0.288
-0.323 0.182 0.122
-0.190 0.127 -0.077
0.845 -0.149 -0.236
-0.543 -0.121 -0.145
-0.723 -1.735 -0.324
-3.495 -0.267 0.747
2.720 0.251 -0.516
-0.706 2.575 -0.288
1.347 0.377 -0.517
-0.317 -0.914 0.869
0.123 -1.497 -0.377
0.621 0.810 0.158
0.106 -0.192 -0.072
0.379 -0.249 -0.178
0.403 -0.038 0.365
-0.313 0.375 0.103
-0.192 0.390 -0.096
0.115 0.426 -0.689
-0.365 1.653 0.046
0.913 -0.975 -0.083
0.050 0.786 0.746
1.550 -0.050 0.196
0.474 0.506 -0.558
1.176 0.132 1.018
-1.513 -1.494 -0.286
-0.089 1.207 0.875
1.659 -0.862 -0.231
0.383 1.487 0.550
-0.251 0.916 -1.262
-0.216 -1.882 0.776
-0.628 1.300 0.071
-3.610 0.232 0.615
1.135 0.093 -0.169
0.808 0.773 1.141
0.071 -0.082 -0.148
0.250 0.026 0.070
0.069 -0.462 0.081
-0.283 0.072 0.146
-0.392 -0.596 0.403
0.785 -0.392 -0.824
-1.075 0.249 -0.639
-0.347 0.293 0.217
0.347 -0.253 0.379
-0.093 0.296 -0.190
0.245 -0.029 -0.971
0.170 -1.180 -0.045
-1.015 0.118 0.468
0.377 -0.356 0.069
-0.386 -0.140 -0.647
-0.437 0.465 0.208
0.505 0.233 -0.559
0.352 -0.406 0.020
-0.859 0.283 0.315
-0.138 -0.052 0.446
-0.302 -0.033 -0.145
0.005 -0.374 0.289
0.638 -0.196 0.104
-0.149 0.285 -0.156
0.216 0.210 0.087
-0.019 0.063 -0.245
-0.556 -0.188 -0.168
0.209 -0.703 0.252
-0.540 0.403 -0.244
0.025 -0.277 -0.176
0.270 -0.501 -0.486
1.008 0.325 -0.209
0.219 0.051 0.073
0.128 -0.880 -0.122
-0.226 0.208 0.193
-0.719 -0.760 -0.587
-0.693 -0.624 -0.004
-1.038 0.001 -0.784
0.683 0.415 0.349
1.143 -0.669 0.479
-1.673 0.594 0.498
-0.301 0.776 -0.393
-0.187 0.820 -0.214
-1.484 0.360 -0.207
1.208 0.092 2.771
0.927 -0.605 1.132
-0.319 -0.305 -0.662
-0.781 1.334 -0.832
-0.742 0.256 1.047
0.359 0.369 0.059
1.134 0.496 0.218
-1.061 -0.494 1.842
0.104 -0.329 -1.266
0.093 -0.140 -0.245
0.059 0.118 -0.051
0.537 0.232 0.079
-0.359 -0.397 0.044
0.323 0.263 -0.632
-0.752 -0.172 0.692
0.344 0.754 -0.807
0.348 0.392 -0.535
0.037 -0.418 -0.303
0.580 0.210 -0.553
0.155 -0.328 0.990
-0.325 -0.478 0.275
0.172 -0.072 -0.532
0.075 -0.505 0.072
-0.032 -0.263 -0.430
0.364 0.196 0.157
0.033 0.203 -0.302
-0.244 -0.034 -1.408
-0.068 -0.550 0.570
0.504 0.300 0.074
0.616 -0.614 0.115
-0.144 0.328 -0.342
0.186 -0.508 -0.033
0.357 -0.492 0.013
0.755 -0.214 -0.085
-0.113 0.512 0.117
0.056 -0.667 -0.064
-0.292 -0.567 -0.394
-0.151 -0.503 -0.307
-0.176 0.149 0.004
-0.077 0.009 0.065
-0.406 -0.753 -0.090
-0.099 0.521 -0.048
0.158 0.219 -0.544
-0.207 0.234 -0.030
0.051 0.306 0.404
-2.121 0.444 1.775
1.011 -0.297 -0.569
0.570 1.126 -0.816
0.423 -0.091 -0.943
-0.764 0.481 1.436
-0.594 -0.922 -1.289
0.641 -0.090 0.443
1.736 -0.249 0.124
-2.604 1.344 0.469
0.468 -0.314 -0.372
1.884 -0.125 -0.204
-0.099 0.366 0.405
-2.326 -1.579 1.531
0.482 0.002 -0.940
1.841 0.010 -1.048
0.191 0.145 0.055